No. 1
{"formula": "C3H6N2O2", "method": "ωB97M-V/def2-TZVPD", "symbols": ["H", "N", "C", "N", "O", "C", "C", "O", "H", "H", "H", "H", "H"], "coordinates": [[-1.3766, -0.8178, 1.6283], [-0.6484, -0.1011, 2.0136], [0.4827, 0.2763, 1.5384], [0.7021, 0.0192, 0.1838], [1.9076, 0.6362, -0.0263], [-0.3116, 0.4230, -0.7355], [-0.8803, -0.9163, -1.4248], [-0.9987, -1.8864, -0.5849], [1.1698, 1.1824, 1.9526], [2.3885, -0.0184, -0.5990], [0.1842, 1.1695, -1.4994], [-1.2381, 0.8042, -0.0858], [-1.3812, -0.7709, -2.3611]], "forces_ev_per_a": [[2.70, 1.72, 0.02], [0.01, -0.22, 1.63], [-3.71, 0.68, -0.10], [0.84, 0.12, 1.60], [2.78, -0.40, -2.79], [-1.11, -0.21, -1.42], [-0.31, -1.27, 6.64], [0.39, 3.49, -4.83], [-1.52, -2.70, -0.41], [-0.25, 1.09, 0.87], [-1.37, -1.19, 1.52], [1.77, -0.33, -1.75], [-0.23, -0.78, -0.97]], "homo_ev": -9.3, "smiles": "[H]/N=C\\N(O)CC=O", "gap_ev": 9.336, "max_force_ev_per_a": 6.77, "e_above_lowest_ev": 6.152, "spin_multiplicity": 1}


No. 2
{"formula": "C3H6N2O2", "method": "ωB97M-V/def2-TZVPD", "symbols": ["H", "N", "C", "O", "C", "C", "N", "O", "H", "H", "H", "H", "H"], "coordinates": [[2.4521, 1.7760, -0.9578], [1.7319, 1.0774, -1.0814], [1.3755, 0.6414, 0.0507], [1.0303, -0.7013, 0.0249], [-0.1683, -1.0707, 0.8498], [-1.0276, -0.0104, 0.2341], [-1.9813, -0.2919, -0.6801], [-0.6325, 1.1426, 0.3608], [1.5521, 1.1044, 1.0328], [-0.5279, -2.1137, 0.7207], [0.0809, -0.9063, 1.9011], [-1.9920, 0.3996, -1.4189], [-2.2310, -1.2334, -0.9265]], "forces_ev_per_a": [[-0.43, 0.89, -0.07], [0.63, -0.47, 0.41], [1.64, -0.77, -0.53], [-1.29, -1.23, 1.10], [1.02, 0.47, -0.46], [-0.35, 0.86, -0.15], [-0.05, -0.13, -0.10], [-1.42, 0.15, 0.44], [0.06, -0.43, -0.30], [0.77, 0.65, -0.39], [-0.32, 0.15, -0.09], [-0.42, -0.08, 0.11], [0.16, -0.06, 0.02]], "homo_ev": -9.5, "smiles": "[H]/N=C/OCC(N)=O", "gap_ev": 10.240, "max_force_ev_per_a": 2.09, "e_above_lowest_ev": 2.931, "spin_multiplicity": 1}


No. 3
{"formula": "C3H6N2O2", "method": "ωB97M-V/def2-TZVPD", "symbols": ["C", "O", "C", "N", "O", "C", "N", "H", "H", "H", "H", "H", "H"], "coordinates": [[1.7243, 0.6392, 0.8130], [0.5338, -0.0310, 1.2150], [-0.3391, -0.2481, 0.2105], [0.0902, -0.9237, -1.0237], [-0.9825, -0.2573, -1.7571], [-1.3374, 0.4781, -0.5970], [-1.7327, -0.3897, 0.4919], [2.1931, 1.0040, 1.7283], [1.4918, 1.4840, 0.1545], [2.4026, -0.0439, 0.2931], [-0.1482, -1.9190, -1.0124], [-1.7381, 1.4771, -0.7168], [-2.1577, -1.2696, 0.2009]], "forces_ev_per_a": [[0.24, 0.12, -0.05], [-0.14, -0.09, 0.01], [0.07, 0.06, 0.07], [0.08, -0.31, 0.07], [-0.10, 0.04, -0.16], [-0.14, 0.39, 0.00], [-0.03, -0.19, 0.01], [-0.05, -0.06, -0.14], [0.02, -0.10, 0.10], [-0.09, 0.11, 0.05], [0.07, 0.07, 0.02], [0.06, -0.15, 0.01], [0.03, 0.09, 0.01]], "homo_ev": -9.5, "smiles": "CO[C@]12NO[C@H]1N2", "gap_ev": 10.532, "max_force_ev_per_a": 0.42, "e_above_lowest_ev": 5.600, "spin_multiplicity": 1}


Please write out number 1 again, unchanged.
{"formula": "C3H6N2O2", "method": "ωB97M-V/def2-TZVPD", "symbols": ["H", "N", "C", "N", "O", "C", "C", "O", "H", "H", "H", "H", "H"], "coordinates": [[-1.3766, -0.8178, 1.6283], [-0.6484, -0.1011, 2.0136], [0.4827, 0.2763, 1.5384], [0.7021, 0.0192, 0.1838], [1.9076, 0.6362, -0.0263], [-0.3116, 0.4230, -0.7355], [-0.8803, -0.9163, -1.4248], [-0.9987, -1.8864, -0.5849], [1.1698, 1.1824, 1.9526], [2.3885, -0.0184, -0.5990], [0.1842, 1.1695, -1.4994], [-1.2381, 0.8042, -0.0858], [-1.3812, -0.7709, -2.3611]], "forces_ev_per_a": [[2.70, 1.72, 0.02], [0.01, -0.22, 1.63], [-3.71, 0.68, -0.10], [0.84, 0.12, 1.60], [2.78, -0.40, -2.79], [-1.11, -0.21, -1.42], [-0.31, -1.27, 6.64], [0.39, 3.49, -4.83], [-1.52, -2.70, -0.41], [-0.25, 1.09, 0.87], [-1.37, -1.19, 1.52], [1.77, -0.33, -1.75], [-0.23, -0.78, -0.97]], "homo_ev": -9.3, "smiles": "[H]/N=C\\N(O)CC=O", "gap_ev": 9.336, "max_force_ev_per_a": 6.77, "e_above_lowest_ev": 6.152, "spin_multiplicity": 1}